The following is a DFT calculation (ωB97M-V/def2-TZVPD) of a single C17H18FN3O2 molecule.

Computed properties:
Energy above the lowest of the compared OMol25 structures with the same formula, charge and spin   0.000 eV
HOMO-LUMO gap   8.8471 eV
LUMO   0.3570 eV
E   -1073.25522 hartree
Total charge   0
E_HOMO   -8.49 eV

Atoms and positions in Å:
C -0.419 -0.904 0.533
N -0.121 -0.156 -0.674
C 1.078 0.650 -0.511
C 2.341 -0.212 -0.588
O 3.353 0.070 0.012
N 2.172 -1.273 -1.416
C 3.067 -2.288 -1.760
C 2.605 -3.308 -2.589
C 3.448 -4.336 -2.965
C 4.759 -4.360 -2.519
C 5.219 -3.346 -1.696
C 4.385 -2.312 -1.313
C -1.258 0.590 -1.197
C -1.663 1.772 -0.308
O -1.147 2.861 -0.420
N -2.597 1.444 0.629
C -3.151 2.245 1.635
C -4.117 1.668 2.460
C -4.703 2.400 3.474
C -4.314 3.714 3.656
F -4.884 4.434 4.645
C -3.358 4.306 2.852
C -2.774 3.570 1.839
H -1.268 -1.564 0.349
H 0.445 -1.518 0.781
H -0.639 -0.263 1.398
H 1.101 1.210 0.434
H 1.133 1.380 -1.323
H 1.234 -1.361 -1.793
H 1.581 -3.290 -2.937
H 3.079 -5.122 -3.608
H 5.417 -5.163 -2.814
H 6.241 -3.358 -1.345
H 4.743 -1.523 -0.672
H -2.091 -0.106 -1.333
H -0.972 0.992 -2.172
H -2.963 0.502 0.604
H -4.411 0.639 2.307
H -5.451 1.964 4.118
H -3.076 5.333 3.021
H -2.029 4.016 1.202